[1]
DFT (the ωB97M-V functional and the def2-TZVPD basis) results for C13H28CoN2O6S as an isolated structure.

As for the HOMO energy (alpha / beta): -14.06 / -14.06 eV. For the LUMO energy (alpha / beta), the calculation gives -6.653 / -5.734 eV. The net charge is +2. For the total energy, the calculation gives -77646.7247 eV. The spin multiplicity is 2.

Structure (XYZ):
```
51
Properties=species:S:1:pos:R:3:forces:R:3
Co 0.1254 -0.0019 0.0115 -0.24 0.11 0.29
C -1.1572 -2.3709 -1.6491 -0.02 0.13 0.03
C -1.3773 -2.8625 -0.2109 0.08 0.05 0.07
O -1.1233 -1.7712 0.6987 -0.34 -0.13 0.11
C -0.5810 -2.1951 1.9539 -0.05 0.09 -0.16
C 0.9021 -2.2925 1.7555 0.19 0.06 0.16
O 1.3018 -1.0211 1.1883 0.37 -0.35 -0.07
C 2.6745 -1.0238 0.7190 -0.03 -0.11 0.15
C 3.0432 0.4189 0.4785 -0.04 0.09 -0.07
O 1.8705 1.1169 -0.0002 -0.04 0.39 -0.20
C 1.6178 2.3498 0.7124 0.13 -0.10 -0.03
C 0.9249 2.0063 2.0079 -0.19 0.00 -0.03
O -0.2788 1.2785 1.6709 0.11 0.10 0.37
C -1.3978 2.1399 1.3842 0.14 -0.02 0.02
C -2.0947 1.5347 0.2086 -0.14 0.05 -0.14
O -1.0670 1.3616 -0.8054 -0.22 -0.06 -0.20
C -1.6216 1.1923 -2.1509 0.13 0.25 -0.02
C -1.2500 -0.1752 -2.7072 0.15 -0.04 0.02
O -1.0249 -0.9585 -1.5499 0.06 -0.37 -0.11
H -2.0162 -2.6121 -2.2752 -0.01 -0.02 -0.01
H -0.2548 -2.7871 -2.0969 0.04 -0.01 0.00
H -0.6930 -3.6837 0.0033 -0.03 -0.04 0.02
H -2.3950 -3.2113 -0.0458 -0.05 0.04 -0.02
H -1.0143 -3.1387 2.2851 0.00 -0.02 -0.01
H -0.8248 -1.4226 2.6816 -0.02 0.03 -0.02
H 1.1874 -3.0893 1.0660 -0.03 -0.02 -0.04
H 1.4281 -2.4315 2.7007 0.05 0.01 -0.02
H 2.7342 -1.6329 -0.1808 0.01 -0.01 -0.04
H 3.3155 -1.4533 1.4896 -0.03 -0.03 0.03
H 3.8299 0.4908 -0.2706 -0.02 0.03 -0.05
H 3.3800 0.8960 1.3977 0.00 -0.03 0.03
H 0.9773 2.9404 0.0608 -0.01 0.02 -0.01
H 2.5463 2.8973 0.8713 0.05 -0.05 -0.02
H 0.6861 2.8960 2.5899 -0.06 -0.01 0.01
H 1.5186 1.3401 2.6292 0.03 -0.02 0.01
H -1.0325 3.1350 1.1270 -0.04 0.02 0.00
H -2.0556 2.2146 2.2500 0.03 -0.07 0.04
H -2.8729 2.2049 -0.1539 0.03 0.01 -0.08
H -2.5317 0.5575 0.4309 0.00 0.01 0.03
H -1.2188 1.9972 -2.7605 0.01 0.03 -0.01
H -2.6995 1.3106 -2.0847 -0.02 -0.04 0.06
H -0.3490 -0.1522 -3.3216 0.03 0.01 0.04
H -2.0738 -0.5904 -3.2889 -0.04 0.03 -0.03
N 2.7564 -2.3392 -4.7837 -0.05 -0.02 0.12
C 2.4552 -1.1696 -4.2171 0.13 0.02 -0.09
N 2.3993 -0.0995 -5.0212 -0.04 0.00 0.13
S 2.1599 -1.0384 -2.5485 -0.02 -0.02 -0.22
H 3.0215 -2.4229 -5.7521 -0.01 0.01 0.01
H 2.8414 -3.1482 -4.1946 0.01 -0.02 -0.01
H 2.6634 -0.1427 -5.9920 0.01 -0.01 -0.02
H 2.3176 0.8054 -4.5950 -0.01 0.04 -0.01
```
Forces are in eV/Å.

***

[2]
DFT (the ωB97M-V functional and the def2-TZVPD basis) results for a 2-piece molecular cluster, C13H28F3N5O5P overall.

As for the HOMO energy: -11.23 eV. For the LUMO energy, the calculation gives -3.181 eV. The net charge is +1. For the total energy, the calculation gives -49060.9668 eV.

Structure (XYZ):
```
55
Properties=species:S:1:pos:R:3:forces:R:3
C -3.3047 1.4635 -0.7558 -0.08 0.06 -0.01
C -3.7800 0.0937 -0.3216 0.05 -0.15 -0.09
O -3.5070 -0.1553 1.0811 0.08 0.13 -0.05
P -2.0520 -0.4178 1.6128 -0.03 -0.19 0.06
O -1.0126 -0.7091 0.6007 -0.29 -0.05 0.18
C -1.5876 1.0515 2.5733 -0.12 0.12 0.15
C -0.4452 1.8597 1.9545 0.04 0.24 0.02
C 0.8515 1.0876 1.7506 0.21 -0.44 0.40
N 1.9753 1.5327 2.6793 -0.29 0.64 -0.98
C 3.1019 1.3149 2.0084 0.41 -0.34 0.12
N 4.3032 1.6534 2.3932 0.30 0.10 -0.21
O 4.5416 2.1678 3.6353 -0.23 0.13 0.24
N 2.9494 0.6991 0.7631 -0.56 0.18 0.43
C 1.5697 1.2261 0.4080 0.28 0.11 0.13
C 1.0002 0.6644 -0.8778 -0.04 -0.10 0.00
C 1.2443 -0.8320 -1.0714 0.23 -0.08 0.19
C 0.3915 -1.4468 -2.1714 0.22 0.09 -0.01
F 1.1600 -2.1638 -3.0212 0.06 -0.08 -0.01
F -0.2223 -0.5123 -2.9257 -0.10 0.15 -0.13
F -0.5473 -2.2631 -1.7147 -0.18 -0.17 0.05
O -2.3477 -1.5702 2.6520 0.05 0.11 0.00
C -1.3119 -2.4337 3.1687 0.12 -0.11 -0.14
C -0.8408 -1.9898 4.5361 -0.03 -0.05 0.12
H -3.7803 1.7287 -1.7021 0.06 0.00 0.04
H -2.2226 1.4923 -0.9080 -0.07 -0.03 0.07
H -3.5864 2.2155 -0.0137 -0.01 -0.03 -0.09
H -4.8610 0.0010 -0.4069 0.06 0.03 0.04
H -3.3127 -0.7017 -0.9060 -0.05 0.08 0.00
H -1.3403 0.7531 3.5956 0.02 -0.04 -0.09
H -2.4747 1.6856 2.6475 0.05 -0.05 0.06
H -0.2574 2.7141 2.6154 0.00 0.01 -0.15
H -0.7557 2.2849 0.9953 -0.01 -0.07 0.04
H 0.7273 0.0255 1.9821 -0.18 0.13 -0.10
H 1.8869 2.4413 3.1234 -0.07 -0.32 0.53
H 5.1137 1.4187 1.8319 -0.06 0.00 -0.01
H 4.5947 3.1353 3.5413 0.11 -0.16 -0.04
H 2.8746 -0.3097 0.9328 0.27 0.04 -0.36
H 1.7310 2.3067 0.2879 -0.09 -0.08 -0.23
H 1.4585 1.2107 -1.7046 -0.08 -0.03 0.01
H -0.0725 0.8683 -0.8895 0.17 0.01 0.01
H 2.2853 -1.0018 -1.3549 -0.05 0.00 0.00
H 1.0322 -1.3992 -0.1613 -0.04 0.10 -0.13
H -0.4949 -2.4835 2.4413 -0.06 0.03 0.07
H -1.7601 -3.4256 3.2157 -0.03 0.08 0.04
H -0.2362 -2.7836 4.9815 -0.01 0.08 -0.03
H -0.2324 -1.0816 4.5093 -0.05 -0.05 -0.07
H -1.6960 -1.8134 5.1916 0.06 -0.02 -0.04
C 0.4540 -1.2946 -7.1164 -0.04 0.03 0.04
O 0.5497 -1.5056 -8.3080 0.01 -0.01 -0.03
N 0.9099 -2.1684 -6.1669 0.01 0.02 -0.03
N -0.1233 -0.1535 -6.6166 0.05 0.05 0.00
H 0.8495 -1.9861 -5.1841 0.01 -0.07 -0.01
H 1.3219 -3.0232 -6.4918 0.00 0.02 0.01
H -0.4770 0.5072 -7.2829 0.00 -0.02 0.01
H -0.2351 0.0219 -5.6364 -0.03 -0.02 -0.01
```
Forces are in eV/Å.

***

Which value of net charge does entry 2 give? +1